Version A
Here is one molecule with the formula C3H3NO3 from the Open Molecules 2025 dataset. Energies are from ωB97M-V/def2-TZVPD.

```
10
Properties=species:S:1:pos:R:3:lowdin_charge:R:1
O -1.6814 -1.7022 0.3831 0.122
C -1.4974 -0.6924 -0.2262 -0.269
N -0.1896 -0.1907 -0.5296 0.103
C 0.5338 0.3554 0.5113 -0.432
O 0.1721 0.3268 1.6617 0.122
C 1.8419 1.0516 0.1050 -0.159
O 2.4778 1.6622 0.9182 0.113
H -2.3127 -0.0322 -0.5636 0.139
H 0.0124 0.0739 -1.4858 0.138
H 2.1657 0.9714 -0.9546 0.122
```

Calculated values
- molar mass (Da) = 101.1
- LUMO (hartree) = -0.0200
- SMILES string = O=CNC(=O)C=O
- highest occupied orbital energy (eV) = -10.34

***

Version B
Here is one molecule with the formula C3H3NO3 from the Open Molecules 2025 dataset. Energies are from ωB97M-V/def2-TZVPD.

```
10
Properties=species:S:1:pos:R:3:lowdin_charge:R:1
O -0.7929 2.1976 1.1241 0.114
C -0.4025 1.3066 0.3992 -0.598
C 0.8668 0.9181 0.1048 0.010
C 0.8264 -0.3889 -0.3088 -0.016
N -0.4728 -0.6556 -0.5652 -0.186
O -0.8219 -1.8320 -0.0432 0.039
O -1.2477 0.4769 -0.1516 0.146
H 1.8102 1.3800 0.4896 0.143
H 1.6936 -1.1497 -0.3258 0.176
H -1.4592 -2.2529 -0.7231 0.173
```

Calculated values
- molar mass (Da) = 101.1
- LUMO (hartree) = 0.0033
- SMILES string = O=c1ccn(O)o1
- highest occupied orbital energy (eV) = -9.36

***

Which structure wins on stability? version A wins.